# 1
110
Properties=species:S:1:pos:R:3:forces:R:3:lowdin_charge:R:1 method="wB97M-V/def2-TZVPD" orbital_gap_ha="0.16047 / 0.22417" e_tot_ev=-281312.5185 spin_multiplicity=3 total_charge=-1 e_homo_ev="-2.78 / -4.51" lumo_energy_ev="1.589 / 1.589"
Ti -1.249 -1.111 1.538 -0.616 1.604 -0.152 0.756
C -4.983 -0.932 -0.882 -0.175 -0.231 -0.258 -0.061
C -4.863 -2.074 -1.670 0.152 0.258 0.214 -0.072
C -3.686 -2.786 -1.579 -0.096 -0.167 0.021 -0.028
C -2.687 -2.406 -0.678 -0.281 0.333 -0.131 -0.247
N -2.844 -1.335 0.153 -0.883 -0.813 -1.121 0.014
C -3.967 -0.613 -0.011 0.089 0.104 0.089 -0.142
C -1.370 -3.035 -0.655 0.648 -0.140 -0.076 -0.207
C -1.110 -4.228 -1.347 -0.298 0.118 -0.035 -0.054
C 0.183 -4.677 -1.501 -0.020 -0.137 -0.091 -0.107
C 1.223 -3.922 -0.976 0.041 0.149 0.063 -0.093
C 0.948 -2.784 -0.237 0.086 -0.275 -0.120 -0.121
C -0.348 -2.307 -0.010 -0.061 -0.599 -0.774 -0.118
H -5.853 -0.294 -0.948 -0.001 0.030 0.057 0.101
H -5.647 -2.369 -2.355 0.004 -0.017 -0.024 0.099
H -3.530 -3.645 -2.215 0.058 0.017 0.002 0.099
H -4.056 0.289 0.571 0.069 -0.052 0.083 0.072
H -1.927 -4.801 -1.771 0.036 -0.057 -0.015 0.092
H 0.384 -5.594 -2.041 -0.020 -0.015 0.004 0.090
H 2.253 -4.223 -1.138 0.000 -0.039 0.021 0.093
H 1.804 -2.251 0.154 -0.022 0.005 0.066 0.078
Br -3.970 -0.410 3.234 -0.103 0.383 -0.019 0.955
C -3.737 1.442 2.791 -0.179 -0.257 0.151 -0.531
C -4.623 2.333 3.328 -0.002 -0.159 -0.004 -0.138
C -4.512 3.696 3.003 0.103 0.094 -0.074 -0.095
C -3.535 4.116 2.145 -0.081 0.067 0.055 -0.050
C -2.614 3.204 1.582 -0.129 -0.261 0.058 -0.167
C -1.611 3.640 0.688 0.210 0.012 -0.130 -0.059
C -0.741 2.736 0.138 -0.041 0.228 0.007 -0.088
C -0.841 1.372 0.451 -0.297 -0.224 0.215 -0.140
C -1.781 0.873 1.339 -0.491 1.061 -0.398 -0.238
C -2.697 1.813 1.902 0.129 0.333 -0.144 -0.216
H -5.414 1.991 3.980 0.039 -0.025 0.052 0.090
H -5.206 4.403 3.441 -0.016 0.016 -0.031 0.096
H -3.453 5.163 1.875 0.015 0.022 0.034 0.104
H -1.551 4.693 0.440 0.018 0.020 0.029 0.097
H 0.034 3.081 -0.539 -0.010 -0.008 -0.059 0.086
H -0.135 0.675 -0.002 0.023 0.019 -0.114 0.071
Br -6.820 -5.521 4.454 0.013 -0.023 -0.016 0.673
C -5.192 -4.723 3.872 -0.062 -0.027 0.050 -0.706
C -4.190 -4.471 4.791 -0.096 -0.039 -0.051 -0.138
C -3.019 -3.867 4.368 0.131 0.088 -0.096 -0.042
C -2.822 -3.496 3.025 -0.210 -0.273 0.202 -0.316
C -3.859 -3.787 2.123 0.214 0.065 0.064 -0.024
C -5.029 -4.394 2.536 -0.049 -0.008 0.082 -0.129
N -1.660 -2.864 2.607 0.072 -0.448 0.497 -0.043
C -0.509 -3.259 3.190 -0.128 -0.298 0.192 -0.105
C 0.693 -2.578 2.982 0.325 0.083 -0.003 -0.262
C 1.929 -3.007 3.532 -0.097 -0.041 0.045 -0.021
C 3.071 -2.302 3.279 -0.045 0.053 -0.008 -0.087
C 2.998 -1.158 2.465 0.082 -0.041 -0.012 -0.072
C 1.772 -0.798 1.952 0.069 -0.081 0.047 -0.162
N 0.637 -1.449 2.208 2.103 -1.087 0.427 -0.078
H -4.326 -4.734 5.831 -0.002 0.021 0.007 0.097
H -2.250 -3.646 5.097 0.004 0.030 -0.009 0.107
H -3.718 -3.563 1.079 -0.053 0.046 -0.056 0.091
H -5.808 -4.620 1.821 -0.003 0.026 -0.009 0.099
H -0.504 -4.158 3.804 0.078 0.031 -0.005 0.122
H 1.937 -3.894 4.152 0.027 -0.015 0.001 0.107
H 4.021 -2.616 3.690 -0.009 -0.028 0.040 0.096
H 3.880 -0.579 2.232 -0.015 0.033 -0.027 0.092
H 1.689 0.061 1.296 -0.062 0.020 0.013 0.111
N 1.044 2.360 7.971 -0.024 -0.009 -0.033 0.113
C 0.672 1.886 6.988 0.123 0.155 0.377 -0.219
C 0.227 1.299 5.772 -0.129 -0.122 -0.406 -0.266
C 0.620 1.836 4.542 0.040 0.012 0.096 -0.036
C 0.190 1.259 3.365 -0.111 -0.032 0.168 -0.103
C -0.634 0.118 3.315 -0.306 0.162 1.062 -0.177
C -1.008 -0.389 4.575 0.169 0.221 0.134 -0.139
C -0.601 0.179 5.772 0.024 -0.020 0.104 -0.038
H 1.263 2.708 4.528 -0.003 0.011 -0.020 0.108
H 0.522 1.730 2.445 -0.042 0.001 -0.047 0.090
H -1.630 -1.272 4.641 -0.043 0.011 -0.008 0.049
H -0.916 -0.246 6.719 -0.002 -0.018 -0.001 0.109
Cl 7.375 -1.446 -2.225 0.110 -0.091 -0.003 0.676
C 6.266 -0.240 -2.778 -0.155 0.153 -0.115 -0.668
C 6.442 1.081 -2.395 0.026 -0.063 0.086 -0.093
C 5.514 2.024 -2.796 -0.093 -0.031 -0.065 -0.010
C 4.417 1.678 -3.581 -0.031 -0.026 -0.121 -0.188
C 3.382 2.722 -3.908 -0.322 -0.045 0.125 -0.296
C 2.380 2.897 -2.737 0.344 0.043 -0.232 -0.058
N 1.551 1.735 -2.543 0.002 -0.043 -0.024 -0.079
C 0.300 1.527 -3.074 -0.191 -0.109 -0.139 -0.085
C -0.062 0.264 -2.708 0.097 0.052 -0.086 -0.136
N 0.938 -0.316 -1.978 0.233 0.003 -0.172 0.092
C 1.885 0.579 -1.902 -0.104 -0.052 0.093 -0.189
O 4.035 3.954 -4.162 0.083 -0.016 -0.032 -0.107
C 3.390 4.800 -5.108 0.002 -0.015 0.121 -0.154
C 3.040 4.109 -6.394 0.398 -0.021 -0.019 -0.342
C 3.966 3.656 -7.290 -0.345 -0.120 -0.177 -0.968
Cl 5.665 3.803 -7.158 0.052 0.027 -0.013 0.679
S 3.250 2.842 -8.636 -0.072 0.192 0.454 0.995
C 1.677 3.100 -7.984 0.251 -0.047 -0.127 -0.400
C 1.722 3.775 -6.806 -0.182 -0.034 -0.163 -0.150
C 4.301 0.353 -3.997 0.145 0.221 0.091 -0.585
Cl 3.008 -0.140 -5.036 -0.101 -0.058 -0.052 0.760
C 5.213 -0.610 -3.596 0.059 -0.065 0.060 -0.122
H 7.285 1.357 -1.778 0.003 -0.005 0.012 0.106
H 5.632 3.060 -2.508 0.014 0.003 0.041 0.125
H 2.821 2.406 -4.789 0.004 -0.052 0.029 0.102
H 1.734 3.751 -2.946 0.022 0.001 0.057 0.129
H 2.947 3.102 -1.827 -0.071 0.054 0.022 0.141
H -0.219 2.277 -3.646 0.045 0.092 0.049 0.114
H -0.980 -0.263 -2.911 -0.041 0.032 0.006 0.105
H 2.827 0.438 -1.395 0.055 0.119 0.029 0.137
H 4.113 5.597 -5.286 -0.088 0.042 -0.010 0.127
H 2.483 5.241 -4.677 0.029 0.000 -0.030 0.125
H 0.817 2.724 -8.511 -0.045 0.018 0.012 0.067
H 0.839 4.034 -6.238 -0.007 -0.002 0.026 0.116
H 5.092 -1.636 -3.913 -0.006 -0.016 0.019 0.108

***

# 2
107
Properties=species:S:1:pos:R:3:forces:R:3:lowdin_charge:R:1 method="wB97M-V/def2-TZVPD" relative_energy_kj_mol=43.4 orbital_gap_ha="0.14770 / 0.17227" e_tot_ev=-113053.9526 spin_multiplicity=3 total_charge=+3 e_homo_ev="-13.60 / -13.59" lumo_energy_ev="-9.576 / -8.907"
V -1.020 -0.026 1.280 -0.303 -0.692 1.057 0.783
O -2.385 -1.737 2.652 -0.056 0.193 -0.225 -0.112
C -3.446 -1.311 3.484 0.222 -0.250 -0.011 -0.236
C -3.940 -2.077 4.524 -0.068 0.064 0.033 0.003
C -5.002 -1.579 5.269 0.018 -0.015 -0.002 -0.009
C -5.551 -0.331 4.999 0.008 -0.028 -0.008 -0.029
C -4.977 0.463 4.025 -0.028 0.006 0.071 -0.048
C -3.910 -0.021 3.266 0.036 -0.043 0.014 -0.277
P -2.839 1.091 2.373 -0.334 0.639 0.193 1.056
C -2.100 2.166 3.613 -0.048 -0.018 0.012 -0.352
C -2.653 3.388 3.985 0.101 0.083 -0.019 -0.058
C -2.082 4.102 5.029 0.034 -0.022 0.005 -0.031
C -0.971 3.601 5.698 -0.036 0.040 -0.001 -0.032
C -0.417 2.381 5.331 -0.020 0.006 -0.053 -0.054
C -0.985 1.667 4.287 0.052 -0.065 0.047 -0.122
C -3.752 2.085 1.194 -0.021 -0.025 0.006 -0.379
C -5.030 1.718 0.776 -0.022 0.010 -0.080 -0.082
C -5.675 2.472 -0.196 0.040 -0.030 0.045 -0.043
C -5.044 3.578 -0.750 0.015 0.025 -0.021 -0.035
C -3.765 3.941 -0.338 -0.038 -0.048 0.016 -0.044
C -3.115 3.196 0.632 -0.006 0.052 -0.049 -0.098
C -2.151 -3.106 2.409 -0.245 0.208 0.086 -0.239
C -3.124 -4.086 2.505 0.044 -0.045 -0.102 0.004
C -2.761 -5.403 2.256 -0.008 -0.011 0.000 -0.011
C -1.460 -5.744 1.902 -0.052 0.019 -0.001 -0.028
C -0.522 -4.743 1.736 -0.034 -0.061 -0.025 -0.049
C -0.870 -3.414 1.981 0.080 -0.076 0.088 -0.314
P 0.246 -2.086 1.562 0.291 -0.309 -0.204 1.085
C 0.786 -2.490 -0.124 0.102 -0.090 0.057 -0.344
C -0.205 -2.926 -1.012 0.000 0.025 -0.042 -0.101
C 0.119 -3.218 -2.326 0.041 0.050 -0.022 -0.048
C 1.431 -3.073 -2.768 -0.006 -0.020 -0.010 -0.038
C 2.420 -2.662 -1.887 -0.075 0.003 0.036 -0.043
C 2.103 -2.376 -0.564 -0.021 0.016 -0.084 -0.065
C 1.606 -2.037 2.730 0.011 0.067 0.074 -0.337
C 1.505 -2.754 3.922 0.069 -0.060 0.071 -0.063
C 2.533 -2.690 4.855 -0.034 0.000 -0.041 -0.038
C 3.653 -1.911 4.606 0.005 0.000 0.005 -0.034
C 3.748 -1.179 3.427 -0.028 -0.019 0.006 -0.046
C 2.726 -1.232 2.496 0.018 0.021 0.081 -0.115
H -3.512 -3.035 4.774 -0.009 -0.045 -0.031 0.129
H -5.397 -2.179 6.078 -0.008 0.010 -0.006 0.130
H -6.389 0.035 5.577 0.009 -0.003 0.007 0.127
H -5.336 1.474 3.869 0.018 -0.006 -0.006 0.126
H -3.510 3.791 3.459 -0.011 -0.033 0.026 0.118
H -2.507 5.052 5.325 0.000 -0.006 -0.001 0.125
H -0.538 4.161 6.516 -0.007 0.008 -0.010 0.124
H 0.441 1.990 5.861 -0.012 -0.008 0.005 0.119
H -0.574 0.686 4.037 -0.016 -0.030 -0.002 0.097
H -5.526 0.858 1.209 -0.005 0.003 0.022 0.110
H -6.675 2.204 -0.510 0.012 0.003 0.002 0.122
H -5.554 4.167 -1.500 0.001 0.001 0.006 0.123
H -3.284 4.813 -0.763 -0.004 -0.007 -0.002 0.120
H -2.127 3.495 0.967 -0.003 -0.012 0.007 0.112
H -4.148 -3.851 2.747 -0.025 0.036 0.046 0.128
H -3.517 -6.174 2.337 0.018 0.001 -0.009 0.130
H -1.194 -6.776 1.721 -0.004 0.001 0.010 0.126
H 0.477 -4.983 1.392 -0.003 0.007 0.013 0.133
H -1.223 -3.082 -0.671 -0.001 0.040 0.004 0.114
H -0.646 -3.579 -3.001 0.013 0.001 0.002 0.122
H 1.686 -3.309 -3.793 -0.014 0.005 -0.002 0.124
H 3.448 -2.591 -2.217 -0.014 -0.001 -0.003 0.121
H 2.895 -2.105 0.116 0.035 0.016 0.046 0.095
H 0.641 -3.375 4.122 0.019 0.005 -0.017 0.110
H 2.461 -3.260 5.771 -0.001 0.008 -0.004 0.123
H 4.457 -1.874 5.329 -0.012 0.000 -0.003 0.124
H 4.624 -0.573 3.234 -0.003 -0.011 0.008 0.119
H 2.810 -0.652 1.588 -0.001 0.000 -0.036 0.078
C 7.128 1.935 -9.190 -0.186 0.006 -0.054 -0.040
O 5.712 1.724 -9.256 0.001 -0.048 0.306 -0.047
C 5.038 1.596 -8.104 0.249 0.078 -0.369 -0.265
C 5.619 1.689 -6.839 -0.108 -0.024 0.178 0.008
C 4.818 1.544 -5.720 0.232 0.057 -0.063 -0.021
C 3.451 1.309 -5.831 -0.086 -0.089 0.097 -0.173
C 2.885 1.212 -7.106 -0.141 -0.037 -0.174 -0.005
C 3.666 1.357 -8.226 -0.193 -0.027 -0.006 0.031
C 2.622 1.159 -4.652 0.041 0.073 -0.021 -0.220
N 1.366 0.731 -4.598 0.192 0.079 0.104 0.210
C 1.042 0.773 -3.283 -0.486 -0.171 -0.064 -0.174
C 2.088 1.224 -2.501 0.362 0.119 -0.021 -0.121
N 3.093 1.473 -3.401 -0.042 -0.003 0.196 0.197
C 2.000 1.386 -1.096 0.144 0.134 0.077 -0.048
C 2.971 1.952 -0.236 0.091 -0.008 -0.272 0.062
C 2.714 2.111 1.098 -0.049 0.017 0.194 -0.007
C 1.499 1.663 1.627 -0.076 0.024 -0.179 -0.079
N 0.575 1.107 0.851 0.400 0.330 -0.385 -0.015
C 0.797 0.993 -0.499 -0.413 -0.048 0.093 -0.141
C -0.304 0.508 -1.295 -0.213 0.080 0.359 -0.139
N -1.462 0.173 -0.630 0.146 -0.021 -0.898 -0.023
C -2.541 -0.173 -1.331 0.201 0.024 0.151 -0.062
C -2.530 -0.227 -2.723 -0.075 -0.022 0.023 0.010
C -1.366 0.053 -3.394 0.126 0.018 -0.142 0.077
C -0.213 0.436 -2.680 0.058 -0.114 -0.266 -0.047
H 7.464 1.979 -10.219 0.013 -0.001 -0.018 0.102
H 7.617 1.107 -8.677 0.023 -0.012 0.000 0.100
H 7.351 2.879 -8.692 0.025 0.012 0.011 0.101
H 6.676 1.866 -6.723 0.030 0.004 0.021 0.111
H 5.299 1.603 -4.749 0.032 -0.017 -0.049 0.107
H 1.822 1.024 -7.205 0.066 0.022 0.015 0.120
H 3.244 1.295 -9.220 -0.001 -0.011 0.017 0.134
H 3.997 1.873 -3.216 -0.025 -0.004 -0.004 0.155
H 3.921 2.285 -0.638 -0.026 0.006 -0.001 0.137
H 3.438 2.570 1.756 -0.002 -0.002 -0.004 0.133
H 1.271 1.756 2.680 -0.007 -0.022 0.029 0.119
H -3.434 -0.411 -0.767 -0.007 -0.003 0.026 0.131
H -3.434 -0.499 -3.250 0.018 -0.001 0.000 0.131
H -1.313 -0.003 -4.476 0.013 0.018 0.022 0.144